(1)
This record from OMol25 describes a cluster of 2 separate species, C4H10NO3 in total. The level of theory is the ωB97M-V functional and the def2-TZVPD basis.

The HOMO energy is -4.464 eV. The maximum force is 0.76 eV/A. For the LUMO energy, the calculation gives 4.07 eV. The value obtained for the energy above the lowest of the compared OMol25 structures with the same formula, charge and spin is 25.3 kcal per mole. The gap between HOMO and LUMO is 8.5 eV. Its total charge is -1.

```
18
Properties=species:S:1:pos:R:3:forces:R:3:mulliken_charge:R:1
C 1.44277 -1.85360 0.13816 -0.1822 0.1364 -0.0543 -0.944
N 1.45708 -0.41539 -0.05763 0.3264 0.0453 -0.1913 -0.364
C 1.43738 0.35578 1.14132 0.3059 0.4458 -0.3593 -0.227
O 2.60382 1.22486 1.19417 0.1704 -0.0518 -0.1284 -0.549
H 2.21648 -2.13545 0.86094 -0.0485 -0.0038 -0.0579 0.366
H 1.66473 -2.36415 -0.80262 -0.0197 0.0239 0.0151 0.305
H 0.46645 -2.19640 0.49960 0.0022 -0.1159 0.0218 0.284
H 0.72603 -0.09049 -0.71972 0.0733 -0.2989 0.5055 0.393
H 0.55776 0.99848 1.16787 -0.0594 -0.0140 0.1061 0.208
H 1.48460 -0.25707 2.04475 -0.1792 -0.1618 -0.0757 0.267
H 3.09748 0.99357 0.39039 -0.3225 0.0115 0.2636 0.287
O -0.87943 0.53700 -1.40428 0.2040 -0.0508 0.2988 -0.822
C -1.75757 0.17872 -0.57189 -0.5458 0.2785 -0.4435 0.734
O -1.63795 -0.52977 0.44225 0.3249 -0.0319 0.2362 -0.702
C -3.19971 0.62223 -0.92990 0.0290 -0.6239 -0.3484 -1.001
H -3.86930 -0.16916 -0.58225 -0.1249 0.2059 0.0103 0.267
H -3.52191 1.57498 -0.51395 0.2268 0.0736 0.1767 0.215
H -3.24445 0.68233 -2.01890 -0.1808 0.1318 0.0248 0.283
```
Positions in Å, forces in eV/Å.

---

(2)
This record from OMol25 describes the molecule C5H8O. The level of theory is the ωB97M-V functional and the def2-TZVPD basis.

The HOMO energy is -9.326 eV. The maximum force is 0.36 eV/A. For the LUMO energy, the calculation gives 1.19 eV. The value obtained for the energy above the lowest of the compared OMol25 structures with the same formula, charge and spin is 54.0 kcal per mole. The gap between HOMO and LUMO is 10.5 eV.

```
14
Properties=species:S:1:pos:R:3:forces:R:3:mulliken_charge:R:1
C 0.24335 1.82394 -1.37347 0.0148 0.0521 -0.1158 -1.068
C -0.50126 0.89799 -0.45726 0.0376 -0.1618 0.0865 0.076
C -0.50244 -0.43154 -0.48903 0.1162 0.3079 0.0400 -0.705
C 0.62544 -1.57388 1.36718 0.1867 -0.3011 0.0470 -0.435
O -0.15349 -0.54169 1.94520 -0.0912 0.0967 0.1861 -0.395
C -0.66473 -1.19284 0.78400 -0.1350 -0.1553 -0.2169 0.076
H 1.12017 1.31766 -1.78779 -0.1842 0.0742 -0.0914 0.321
H 0.60957 2.65796 -0.76525 -0.0215 -0.0507 -0.1989 0.302
H -0.33849 2.24920 -2.19572 -0.0704 -0.0678 0.0928 0.276
H -0.94452 1.35281 0.42537 0.2046 0.0158 0.0229 0.313
H -0.12175 -1.00958 -1.33320 0.0109 0.2154 0.0834 0.320
H 1.51781 -1.22835 0.83902 -0.1481 -0.1073 0.1682 0.250
H 0.74258 -2.48642 1.94534 -0.0947 0.1119 0.0575 0.280
H -1.55100 -1.79143 0.99245 0.1744 -0.0301 -0.1614 0.388
```
Positions in Å, forces in eV/Å.

---

(3)
This record from OMol25 describes the molecule C2H5N3S2. The level of theory is the ωB97M-V functional and the def2-TZVPD basis.

The HOMO energy is -8.552 eV. The maximum force is 1.21 eV/A. For the LUMO energy, the calculation gives 0.73 eV. The value obtained for the energy above the lowest of the compared OMol25 structures with the same formula, charge and spin is 51.6 kcal per mole. The gap between HOMO and LUMO is 9.3 eV.

```
12
Properties=species:S:1:pos:R:3:forces:R:3:mulliken_charge:R:1
C 0.91346 -1.28882 -0.49104 -0.0845 -0.2925 -0.2831 0.051
C -1.58393 0.77489 0.18362 -0.1728 0.4333 1.1197 0.111
H 3.16033 1.01895 0.68467 -0.0026 0.1616 0.1291 0.145
H 1.42991 -1.95254 -1.22204 -0.1927 0.3998 0.4513 0.305
H -1.06778 -0.55467 1.66903 -0.1009 0.1502 -0.2603 0.311
H -1.78566 1.49021 1.01976 0.1369 -0.3666 -0.6549 0.305
H -1.82877 2.03917 -1.19411 0.1900 -0.8740 0.1265 0.246
N 1.41857 -0.32057 0.14065 0.4449 -0.0646 -0.1545 -0.344
N -1.36068 -0.49540 0.70064 0.2900 -0.5213 -0.2835 -0.354
N -1.59854 1.03961 -1.04492 -0.1580 0.8564 -0.3059 -0.579
S 3.08430 -0.00986 -0.15390 -0.3024 -0.1932 -0.0837 -0.155
S -0.78122 -1.74098 -0.29237 -0.0478 0.3108 0.1992 -0.042
```
Positions in Å, forces in eV/Å.

---

(4)
This record from OMol25 describes a cluster of 4 separate species, C6H18NO4 in total. The level of theory is the ωB97M-V functional and the def2-TZVPD basis.

The HOMO energy is -12.616 eV. The maximum force is 2.65 eV/A. For the LUMO energy, the calculation gives -3.10 eV. The value obtained for the energy above the lowest of the compared OMol25 structures with the same formula, charge and spin is 12.1 kcal per mole. The gap between HOMO and LUMO is 9.5 eV. Its total charge is +1.

```
29
Properties=species:S:1:pos:R:3:forces:R:3:mulliken_charge:R:1
O 2.84108 0.01407 -1.12836 0.1635 0.3911 1.0184 -0.454
C 2.59864 -0.02312 0.05584 -1.9383 0.1974 -0.9715 0.020
C 1.54473 1.04879 0.62857 -0.6115 -1.1612 -0.7387 -0.117
C 0.46289 0.68463 1.63338 0.7905 -0.7216 2.3507 -0.778
C 0.16956 -0.77342 1.57197 -0.4976 -1.5884 1.4741 -0.418
C -0.72329 -1.46740 0.87140 0.6042 1.1422 -1.5259 0.405
C -0.90165 -2.90065 0.64059 0.6123 -1.2300 1.7526 -1.315
N 0.75026 1.38018 -0.61643 -2.1577 1.4750 0.4418 -0.287
H 2.86250 -0.90028 0.62919 0.5168 -0.0084 0.8033 0.436
H 2.05076 1.85828 1.09238 0.6729 1.3401 -0.6097 0.412
H 0.80582 0.85798 2.69435 0.3292 -0.1375 -1.1061 0.392
H -0.34941 1.40351 1.66032 -0.4325 -0.0108 -0.9162 0.292
H 0.72750 -1.30601 2.36056 0.0436 -0.1222 -0.6566 0.393
H -1.32552 -0.92683 0.18672 -0.6679 0.8779 -0.4560 0.227
H -0.48424 -3.29886 -0.26196 -0.0372 0.6175 -1.0326 0.168
H -0.25254 -3.43406 1.34962 -0.8633 -0.3133 0.4971 0.383
H -1.97244 -3.15429 0.65096 0.4880 -0.2501 0.3349 0.325
H -0.04286 2.11139 -0.41940 1.8693 -1.3659 -0.3536 0.326
H 1.36880 1.67576 -1.36120 0.0816 0.0161 -0.4516 0.407
H 0.15921 0.56564 -0.94348 0.9013 0.5350 0.4701 0.207
H -1.40339 -2.73903 -2.91446 -0.5321 0.5585 -0.0604 0.312
H -0.19823 -3.49216 -2.69997 0.6999 -0.0563 0.1310 0.308
O -0.52608 -2.59977 -2.55325 -0.1415 -0.4233 -0.2214 -0.634
H -2.67076 3.32171 1.42414 0.3676 0.4151 -1.0269 0.303
H -2.33639 4.00910 -0.01849 -0.0877 -1.6355 1.5893 0.293
O -2.25074 3.17207 0.54583 -0.3028 2.0308 -0.0230 -0.600
H -2.69383 1.41444 -1.24374 -0.0416 -0.1626 -0.5722 0.268
H -2.44901 1.36608 0.17477 0.0218 0.2288 0.8528 0.341
O -2.14140 0.94230 -0.61676 0.1493 -0.6383 -0.9941 -0.615
```
Positions in Å, forces in eV/Å.

---

(5)
This record from OMol25 describes a structure of composition C3H4ClF2N. The level of theory is the ωB97M-V functional and the def2-TZVPD basis.

The HOMO energy is -9.471 eV. The maximum force is 7.36 eV/A. For the LUMO energy, the calculation gives 0.39 eV. The value obtained for the energy above the lowest of the compared OMol25 structures with the same formula, charge and spin is 58.6 kcal per mole. The gap between HOMO and LUMO is 9.9 eV.

```
11
Properties=species:S:1:pos:R:3:forces:R:3:mulliken_charge:R:1
C 0.85522 0.07698 -0.39041 1.3401 1.3641 -2.0462 0.000
C 0.01361 -0.20441 0.73228 0.0860 0.7037 2.0432 0.064
C -0.86381 0.66308 1.21911 -1.4117 1.6150 0.5049 0.294
H -0.12798 -1.84418 -0.80171 2.2847 3.5523 -3.3008 0.267
H -0.26206 -0.34097 -2.41133 2.9739 -1.4971 4.2172 0.271
H 0.45865 1.05761 -0.65411 1.2731 0.4777 -0.1496 0.221
H 2.03724 -0.00862 -0.33553 -2.4417 0.6150 0.9638 0.204
N 0.57839 -0.76578 -1.50857 -5.3655 -4.4475 -2.3521 -0.640
F 0.25612 -1.32288 1.40497 0.0768 -0.6759 0.5873 -0.273
F -1.46924 0.60646 2.43299 0.5426 -0.5518 -1.3267 -0.220
Cl -1.47615 2.08270 0.31231 0.6417 -1.1557 0.8591 -0.188
```
Positions in Å, forces in eV/Å.

---

(6)
This record from OMol25 describes the molecule C21H19N5O3S3. The level of theory is the ωB97M-V functional and the def2-TZVPD basis.

The HOMO energy is -7.437 eV. The maximum force is 17.90 eV/A. For the LUMO energy, the calculation gives -0.49 eV. The gap between HOMO and LUMO is 6.9 eV.

```
51
Properties=species:S:1:pos:R:3:forces:R:3:mulliken_charge:R:1
C -1.24090 -4.94860 0.64003 1.9528 -3.8275 -0.1128 -1.183
C -2.55662 -4.30122 0.21857 1.9096 1.8611 2.7851 0.922
C -3.14979 -4.52885 -0.97170 1.0681 0.8542 0.1059 -0.861
C -4.20707 -3.71495 -1.34585 -0.6474 -1.9745 -4.2756 0.424
C -4.70721 -2.83530 -0.59013 -2.1053 5.1495 9.4691 0.181
C -4.14039 -2.59914 0.87570 2.0841 -3.5660 -6.8843 -0.921
C -3.00873 -3.17932 1.24071 0.4593 -5.2304 -4.9844 -0.876
H -2.49176 -3.36647 2.12428 0.4038 0.8466 1.7751 0.440
H -4.52197 -2.10618 1.59223 -3.8304 4.3707 4.3296 0.615
C -6.02690 -2.07562 -0.75721 1.6677 -0.4586 5.1051 -1.116
H -6.79712 -2.48994 0.09961 1.6572 1.4127 -2.6570 0.310
H -6.13497 -2.31054 -1.71202 -2.4769 -0.6033 -4.3794 0.776
S -5.79463 -0.24313 -0.57455 -9.8705 -2.3439 6.3739 -0.310
C -4.55080 0.09067 -1.31418 11.2602 2.9567 -8.8130 0.805
N -3.80985 1.17702 -1.35946 -6.9080 -0.8211 8.5415 -0.779
N -2.91945 1.55582 -2.09595 2.7098 -2.9210 -7.2183 -0.079
C -2.85623 0.58837 -3.11323 -1.6141 -0.7538 2.2809 0.354
S -1.66432 0.49166 -4.28707 -2.3409 -6.7791 -1.7416 -0.170
C -1.00376 1.91519 -4.19993 4.8961 9.5919 0.2647 -0.537
H -1.76893 2.80469 -3.82819 1.9640 -2.1012 -1.2382 0.356
C 0.30620 2.08707 -3.25826 -9.9723 -0.3869 6.1308 0.460
O 1.40710 2.20417 -3.38401 8.1830 0.5120 -3.3127 -0.400
N -0.21995 2.15146 -1.80348 3.2473 0.2068 -1.4911 0.307
N 0.49456 2.34120 -0.61989 3.2175 -3.4261 -4.8729 -0.651
C 1.90669 1.94192 -0.76501 -7.8860 4.1182 2.5834 -0.642
C 2.35166 2.24122 0.53088 4.8477 1.2826 3.9383 0.206
C 3.74853 2.35544 0.57198 -9.1938 0.2864 15.3573 -0.869
C 4.40050 2.19595 2.07864 -3.0296 5.8224 -2.5377 0.452
C 3.90801 3.28056 3.06403 2.2156 -5.7929 -4.3428 -0.768
C 4.46435 3.39442 4.21052 6.2072 -3.1091 3.3686 -0.595
C 5.75200 2.59358 4.50482 -0.5389 2.3445 -0.6267 -0.378
C 6.38285 1.84256 3.40582 -1.1356 2.0041 6.2954 -0.478
C 5.60605 1.68185 2.30848 1.1052 -0.1214 -2.1202 0.529
N 6.28890 0.87730 1.24983 -1.3078 -2.8546 2.5759 0.889
O 7.47924 0.66319 1.42915 -0.3488 0.5656 -1.5904 -0.612
O 5.49781 0.12867 0.67217 1.2442 0.8059 -1.0987 -0.492
H 7.28851 1.26277 3.54685 -0.0770 0.4616 -0.0337 0.425
H 6.12309 3.00646 5.57952 -0.0495 -1.9894 -2.7947 0.187
H 4.09058 3.95337 5.00588 -0.5611 1.0795 1.0522 0.461
H 3.02163 3.68938 2.98613 -4.3328 2.2324 -1.4584 0.427
H 4.23211 2.21323 -0.14626 7.6691 -2.2482 -10.7852 0.853
H 1.76256 2.51389 1.63419 1.2400 -1.4058 -3.9665 0.084
H 2.51496 2.22183 -1.59405 0.1611 -0.9144 -0.7144 0.350
H -1.17297 2.29890 -1.81673 -2.3493 0.4199 1.0350 0.324
H -0.43101 2.21277 -5.16924 -1.7114 -0.4727 1.0229 0.315
S -4.06242 -0.87176 -2.85372 2.4109 3.2979 -0.0642 -0.160
H -4.71007 -3.74835 -2.34355 0.7640 -0.6231 0.5575 0.278
H -2.70707 -4.97130 -1.82726 0.7152 -1.4700 -0.0139 0.327
H -1.12634 -6.11155 0.13781 -0.5652 3.0979 1.5928 0.251
H -0.94562 -5.06961 1.80067 -1.3653 0.3569 -2.5348 0.303
H -0.30107 -4.50477 0.22242 -1.0428 0.2570 0.1226 0.265
```
Positions in Å, forces in eV/Å.

---

The highest gap between HOMO and LUMO belongs to which entry?
C5H8O

---

maximum force of number 3 (C2H5N3S2)?
1.21 eV/A

---

Please write out number 4 again, unchanged.
This record from OMol25 describes a cluster of 4 separate species, C6H18NO4 in total. The level of theory is the ωB97M-V functional and the def2-TZVPD basis.

The HOMO energy is -12.616 eV. The maximum force is 2.65 eV/A. For the LUMO energy, the calculation gives -3.10 eV. The value obtained for the energy above the lowest of the compared OMol25 structures with the same formula, charge and spin is 12.1 kcal per mole. The gap between HOMO and LUMO is 9.5 eV. Its total charge is +1.

```
29
Properties=species:S:1:pos:R:3:forces:R:3:mulliken_charge:R:1
O 2.84108 0.01407 -1.12836 0.1635 0.3911 1.0184 -0.454
C 2.59864 -0.02312 0.05584 -1.9383 0.1974 -0.9715 0.020
C 1.54473 1.04879 0.62857 -0.6115 -1.1612 -0.7387 -0.117
C 0.46289 0.68463 1.63338 0.7905 -0.7216 2.3507 -0.778
C 0.16956 -0.77342 1.57197 -0.4976 -1.5884 1.4741 -0.418
C -0.72329 -1.46740 0.87140 0.6042 1.1422 -1.5259 0.405
C -0.90165 -2.90065 0.64059 0.6123 -1.2300 1.7526 -1.315
N 0.75026 1.38018 -0.61643 -2.1577 1.4750 0.4418 -0.287
H 2.86250 -0.90028 0.62919 0.5168 -0.0084 0.8033 0.436
H 2.05076 1.85828 1.09238 0.6729 1.3401 -0.6097 0.412
H 0.80582 0.85798 2.69435 0.3292 -0.1375 -1.1061 0.392
H -0.34941 1.40351 1.66032 -0.4325 -0.0108 -0.9162 0.292
H 0.72750 -1.30601 2.36056 0.0436 -0.1222 -0.6566 0.393
H -1.32552 -0.92683 0.18672 -0.6679 0.8779 -0.4560 0.227
H -0.48424 -3.29886 -0.26196 -0.0372 0.6175 -1.0326 0.168
H -0.25254 -3.43406 1.34962 -0.8633 -0.3133 0.4971 0.383
H -1.97244 -3.15429 0.65096 0.4880 -0.2501 0.3349 0.325
H -0.04286 2.11139 -0.41940 1.8693 -1.3659 -0.3536 0.326
H 1.36880 1.67576 -1.36120 0.0816 0.0161 -0.4516 0.407
H 0.15921 0.56564 -0.94348 0.9013 0.5350 0.4701 0.207
H -1.40339 -2.73903 -2.91446 -0.5321 0.5585 -0.0604 0.312
H -0.19823 -3.49216 -2.69997 0.6999 -0.0563 0.1310 0.308
O -0.52608 -2.59977 -2.55325 -0.1415 -0.4233 -0.2214 -0.634
H -2.67076 3.32171 1.42414 0.3676 0.4151 -1.0269 0.303
H -2.33639 4.00910 -0.01849 -0.0877 -1.6355 1.5893 0.293
O -2.25074 3.17207 0.54583 -0.3028 2.0308 -0.0230 -0.600
H -2.69383 1.41444 -1.24374 -0.0416 -0.1626 -0.5722 0.268
H -2.44901 1.36608 0.17477 0.0218 0.2288 0.8528 0.341
O -2.14140 0.94230 -0.61676 0.1493 -0.6383 -0.9941 -0.615
```
Positions in Å, forces in eV/Å.

---

Which value of maximum force does entry 2 give?
0.36 eV/A